DFT (wB97M-V/def2-TZVPD) results for a 14-piece molecular cluster, C62H166N14O17 overall.

Structure (XYZ):
```
259
Properties=species:S:1:pos:R:3:forces:R:3:lowdin_charge:R:1
C 3.503 -1.064 -1.546 -0.5198 0.4157 -1.3281 -0.111
O 3.427 0.113 -0.744 -0.9820 -0.2566 -1.5382 -0.231
C 2.667 1.176 -1.407 -0.3277 0.3803 1.7843 -0.163
C 1.187 0.909 -1.681 -1.3025 -1.0796 0.8587 -0.166
N 0.255 0.941 -0.501 1.4582 0.7046 0.0216 -0.030
C 0.489 -0.060 0.537 -0.8076 0.3677 -0.0546 -0.198
C -0.613 -0.022 1.628 0.0264 -0.0647 -1.3784 -0.161
O -1.945 -0.198 1.033 0.7078 -0.8885 1.0474 -0.211
C -2.267 -1.612 0.909 0.5075 0.8785 -0.2761 -0.065
H 2.564 -1.617 -1.573 0.1092 -0.5947 1.0164 0.070
H 4.415 -1.649 -1.423 -0.2911 0.0059 0.8793 0.065
H 3.532 -0.842 -2.613 0.4059 0.7701 -0.3677 0.084
H 3.158 1.622 -2.271 0.3121 -0.6222 -0.3422 0.116
H 2.712 1.952 -0.642 -0.1276 0.2464 0.0097 0.109
H 1.037 -0.068 -2.141 0.4448 -0.4576 -0.3804 0.094
H 0.752 1.587 -2.417 0.4186 0.4292 0.0599 0.095
H -0.701 0.853 -0.817 0.0086 -0.0146 -0.0054 0.057
H 1.468 0.045 1.005 0.0389 0.3177 0.0318 0.112
H 0.491 -1.062 0.109 -0.0152 -0.4996 -0.0856 0.099
H -0.652 0.915 2.184 0.0690 0.0906 -0.2276 0.110
H -0.285 -0.818 2.296 -0.7454 -0.2620 0.3104 0.101
H -3.292 -1.751 0.565 0.0554 0.3988 -0.1077 0.067
H -2.165 -2.144 1.854 0.1348 0.2184 -0.0179 0.061
H -1.575 -2.008 0.166 -0.1117 -0.5000 0.0450 0.074
C -3.862 -0.516 4.025 -1.1086 0.6459 1.1035 -0.052
O -4.763 0.128 4.978 -0.5320 0.1318 0.2548 -0.237
C -5.326 -0.630 6.085 0.5694 0.4327 0.4228 -0.182
C -6.102 0.324 7.077 1.1459 -0.1628 -2.1780 -0.206
N -5.165 1.362 7.462 -0.1722 0.3793 -0.1973 -0.078
C -5.874 2.474 8.079 1.5040 0.4165 0.8133 -0.195
C -4.933 3.729 8.301 -0.3106 -1.1906 -0.8581 -0.156
O -4.521 4.380 7.064 -2.9655 -3.9961 1.1886 -0.181
C -3.821 5.483 7.289 1.0249 2.3134 -0.5646 -0.197
H -3.076 -1.021 4.588 0.0890 -0.2478 -0.3456 0.078
H -3.477 0.285 3.395 0.2027 0.0584 0.2934 0.081
H -4.415 -1.162 3.342 -0.0076 -0.4998 0.2432 0.074
H -4.506 -1.013 6.692 0.1937 -0.5298 -0.2070 0.112
H -5.967 -1.422 5.699 -0.0010 -0.1435 0.1118 0.099
H -6.532 -0.135 7.967 0.1791 -0.4945 -0.1828 0.120
H -6.909 0.710 6.454 -0.5657 0.3832 0.1168 0.100
H -4.709 1.681 6.619 0.1276 0.0662 -0.2211 0.099
H -6.111 2.082 9.068 -0.1482 0.4174 0.4409 0.110
H -6.846 2.647 7.618 0.0200 0.6840 -0.4129 0.109
H -4.022 3.407 8.806 0.1952 -0.4543 -0.0498 0.115
H -5.383 4.391 9.041 -0.4361 0.5915 -0.4474 0.110
H -4.395 6.200 7.877 0.0719 0.3967 0.2500 0.089
H -3.705 5.866 6.275 0.6123 0.6756 0.1920 0.095
H -2.856 5.298 7.761 0.3232 0.0714 0.1285 0.091
C -2.830 1.575 -4.480 -1.3536 0.7178 -1.2586 -0.122
O -3.158 2.273 -3.310 0.2557 -0.5450 0.4983 -0.183
C -3.076 1.406 -2.199 -0.0791 1.2422 2.5417 -0.167
C -3.738 2.182 -0.919 0.2876 -0.2702 -1.5664 -0.142
N -3.328 3.585 -0.786 -0.4994 -0.0369 -0.6616 -0.053
C -2.058 3.894 -0.194 -0.0031 0.3813 1.4868 -0.199
C -1.962 5.304 0.491 0.5978 -1.5290 -0.2806 -0.235
O -2.175 6.374 -0.363 -0.6506 1.3795 0.2569 -0.189
C -2.335 7.600 0.391 0.2868 -0.0415 -1.5022 -0.079
H -2.914 2.317 -5.274 0.0968 -0.0301 -0.1952 0.089
H -3.632 0.859 -4.664 0.2555 -0.4740 -0.1250 0.082
H -1.852 1.106 -4.591 0.1905 0.0100 0.7348 0.071
H -2.018 1.217 -2.020 0.2719 -0.0065 0.1689 0.084
H -3.518 0.418 -2.329 -0.4897 0.0737 -0.3261 0.099
H -3.675 1.639 0.024 0.7051 -0.0972 -0.0884 0.091
H -4.810 2.195 -1.113 -0.1227 0.0474 -0.2855 0.098
H -3.269 3.938 -1.731 -0.5504 0.2977 -0.1898 0.095
H -1.234 3.690 -0.877 0.4136 0.1644 0.0758 0.093
H -1.969 3.239 0.673 0.4540 -0.3095 0.0165 0.114
H -0.953 5.401 0.891 0.3877 -0.2404 0.1842 0.088
H -2.609 5.330 1.367 -0.5180 -0.0338 -0.0542 0.118
H -1.413 7.954 0.850 0.2207 -0.5162 0.4413 0.082
H -3.154 7.555 1.109 0.0237 -0.1878 0.0373 0.088
H -2.530 8.366 -0.359 -0.4025 -0.0430 0.0052 0.082
C 4.974 -5.265 -0.942 0.1546 -0.0445 -0.1352 -0.050
C 5.211 -4.948 0.551 0.0670 0.5783 -1.0108 -0.417
C 4.636 -3.557 0.884 -0.2721 -0.0473 2.0496 -0.157
O 4.517 -3.485 2.343 -0.4156 0.2927 -0.5555 -0.216
C 4.384 -2.159 2.884 0.8864 -0.6628 -0.5153 -0.085
N 4.700 -6.031 1.355 -1.1448 -0.2589 0.5213 0.040
H 5.339 -6.271 -1.148 0.0962 -0.0067 -0.0779 0.077
H 5.464 -4.584 -1.638 0.4870 0.1347 0.2549 0.053
H 3.939 -5.238 -1.282 -0.3629 -0.0771 0.6009 0.063
H 6.285 -4.869 0.719 0.3179 0.2386 -0.1949 0.130
H 3.658 -3.298 0.478 -0.2770 -0.5322 -0.2805 0.102
H 5.287 -2.751 0.546 0.4757 -0.1276 -0.1443 0.110
H 3.889 -1.457 2.213 -0.2785 -0.0967 -0.1828 0.079
H 5.404 -1.806 3.035 -0.0332 0.3125 0.2136 0.058
H 3.869 -2.177 3.844 -0.0646 -0.2724 -0.1220 0.087
H 5.275 -6.861 1.348 0.1627 0.1240 -0.3600 0.075
H 4.567 -5.791 2.327 0.0335 0.3704 -0.0224 0.064
C 1.125 -7.222 -1.670 -0.0881 -0.0724 -1.1957 -0.043
C 0.732 -6.931 -3.135 0.4023 1.5693 -0.1972 -0.406
C 1.650 -5.864 -3.912 -0.8705 -1.3647 1.9144 -0.181
O 1.474 -4.554 -3.406 0.2554 -0.5960 -0.0650 -0.189
C 2.299 -3.637 -4.086 -0.9037 0.2833 -0.5704 -0.110
N 0.713 -8.125 -3.987 -0.1154 0.1367 0.0319 0.026
H 0.486 -8.045 -1.350 0.1620 -0.1335 0.1991 0.074
H 0.898 -6.369 -1.031 0.2527 0.0469 -0.0946 0.052
H 2.174 -7.513 -1.616 -0.0143 -0.0100 0.2662 0.075
H -0.277 -6.525 -3.065 -0.1618 0.4516 -0.2133 0.113
H 1.411 -5.937 -4.972 -0.0129 0.2629 -0.2214 0.112
H 2.676 -6.188 -3.737 0.3385 -0.0213 -0.2527 0.121
H 1.954 -2.663 -3.739 0.5770 0.1456 0.0447 0.079
H 2.097 -3.681 -5.157 -0.2594 0.0381 -0.3424 0.087
H 3.375 -3.802 -4.041 0.0975 -0.0695 0.7736 0.067
H 0.550 -7.767 -4.917 0.3228 -0.0722 -0.4937 0.054
H -0.174 -8.583 -3.833 -0.0509 -0.5309 0.4489 0.070
C -5.877 -1.150 -4.388 0.5021 0.1179 -0.3282 -0.055
C -5.287 -2.567 -4.355 -1.0213 0.0682 -0.0968 -0.381
C -3.769 -2.655 -4.636 -1.3721 -0.4410 0.1855 -0.193
O -3.132 -1.666 -3.876 0.6453 0.3791 -0.1625 -0.204
C -1.746 -1.577 -4.138 0.3985 -0.2455 0.1949 -0.105
N -5.560 -3.180 -3.055 0.6336 0.4126 0.5590 0.036
H -5.762 -0.668 -5.359 0.3504 0.0970 -0.0716 0.077
H -5.376 -0.569 -3.614 -0.0955 0.2610 -0.1084 0.058
H -6.949 -1.106 -4.200 0.0137 -0.4215 0.2458 0.072
H -5.839 -3.176 -5.072 0.3134 -0.1006 -0.3708 0.134
H -3.618 -2.611 -5.715 0.3109 0.5917 -0.1891 0.128
H -3.407 -3.635 -4.325 -0.0074 -0.2960 0.0658 0.116
H -1.218 -2.526 -4.048 -0.2251 -0.4677 0.2018 0.086
H -1.282 -0.913 -3.408 -0.2439 0.1752 -0.0247 0.075
H -1.516 -1.234 -5.147 -0.2587 0.3128 -0.2008 0.091
H -4.989 -2.635 -2.424 0.5833 -0.1078 0.4692 0.042
H -6.466 -2.951 -2.671 -0.6334 -0.0472 -0.5362 0.084
C 1.673 2.997 -5.632 1.8285 -0.8613 0.9651 -0.076
C 0.222 3.155 -5.729 -1.8442 1.9554 -0.5778 -0.426
C -0.478 3.830 -4.538 1.0445 0.8610 1.0498 -0.167
O 0.009 5.192 -4.353 -0.0248 0.0972 0.0242 -0.220
C -0.528 5.861 -3.195 0.2840 0.3003 -0.2805 -0.088
N -0.041 3.997 -6.939 -0.4742 -0.7824 0.4412 0.052
H 1.994 2.810 -4.607 -0.0338 -0.0847 0.3165 0.057
H 2.274 3.844 -5.962 -0.2702 -0.0163 -0.2840 0.090
H 1.923 2.082 -6.169 0.4770 0.2893 -0.3259 0.085
H -0.229 2.173 -5.869 -0.2204 0.0427 0.0013 0.123
H -0.170 3.352 -3.608 -0.4066 -0.6342 0.2139 0.100
H -1.564 3.853 -4.623 0.0153 -0.1261 -0.0862 0.106
H 0.097 6.678 -2.833 0.9274 -0.2535 -0.4408 0.072
H -0.600 5.206 -2.327 -0.5307 -0.1862 -0.2119 0.064
H -1.411 6.457 -3.424 -0.7154 -0.8379 -0.0590 0.092
H -1.043 3.956 -7.056 -0.4043 -0.0696 -0.5065 0.060
H 0.073 4.940 -6.596 0.4271 0.4633 -0.1126 0.060
C -0.241 -4.035 5.626 -0.7387 -0.0215 0.4582 -0.054
C -0.573 -3.418 4.255 0.0952 -0.1155 0.1767 -0.418
C 0.413 -3.889 3.223 1.5634 -0.4761 0.5937 -0.246
O 0.087 -3.464 1.960 -0.2261 0.1928 -1.6272 -0.204
C 0.634 -4.299 0.950 -0.5196 0.7260 -0.9360 -0.086
N -1.902 -3.826 3.815 -0.5859 -0.8574 0.7170 0.056
H -0.222 -5.124 5.606 -0.1877 -0.1692 -0.3794 0.076
H -1.040 -3.760 6.314 -0.1545 -0.0337 0.0273 0.075
H 0.672 -3.785 6.166 0.2575 0.5773 -0.6625 0.076
H -0.703 -2.340 4.351 0.9425 0.2764 -0.0736 0.125
H 0.457 -4.978 3.211 -0.4671 -0.4847 0.3686 0.129
H 1.460 -3.639 3.394 0.2839 0.4898 0.5640 0.125
H 1.711 -4.462 0.994 0.1233 0.0129 0.5134 0.080
H 0.437 -3.783 0.010 0.0617 0.1058 -0.1155 0.082
H 0.115 -5.252 0.846 -0.0586 -0.2378 0.5085 0.085
H -1.963 -4.809 4.039 -0.4261 -0.3872 0.1245 0.072
H -1.968 -3.820 2.807 0.0998 0.2440 -0.2318 0.042
C -2.695 -4.624 -1.256 0.6700 0.3897 0.9087 -0.051
C -3.838 -5.552 -0.978 -1.2215 0.5573 -0.6707 -0.428
C -4.919 -4.964 -0.049 2.2166 0.2587 1.5405 -0.156
O -4.307 -4.841 1.263 -0.4879 -0.4972 0.3303 -0.219
C -5.249 -4.642 2.317 -0.2047 -0.0749 -0.8484 -0.101
N -4.426 -5.739 -2.282 -0.3377 -1.4961 -0.9289 0.022
H -3.031 -3.806 -1.894 0.0914 0.1587 0.0607 0.065
H -1.885 -5.152 -1.760 -0.0332 0.0224 -0.0877 0.073
H -2.315 -4.229 -0.314 0.1912 0.1941 -0.0218 0.061
H -3.451 -6.489 -0.578 -0.2236 -0.1129 0.1400 0.140
H -5.786 -5.621 0.020 -0.2020 0.1301 -0.1965 0.121
H -5.127 -3.928 -0.315 -0.6516 -0.0966 -0.6370 0.103
H -5.637 -3.623 2.309 0.3456 0.4164 0.3524 0.069
H -4.807 -4.945 3.267 0.0824 0.3249 -0.1116 0.083
H -6.155 -5.224 2.146 -0.0221 -0.5341 0.0096 0.076
H -5.283 -6.273 -2.270 -0.0450 -0.4362 0.2118 0.066
H -4.716 -4.873 -2.715 0.1221 0.4064 0.2020 0.003
C 8.901 -1.672 -1.323 -0.2818 -0.6152 -0.4860 -0.064
C 8.489 -0.885 -2.601 -0.7390 -1.1481 2.4485 -0.381
C 7.129 -1.452 -3.136 1.4391 0.6483 -0.4741 -0.169
O 7.348 -2.718 -3.804 0.2089 1.0791 0.1544 -0.179
C 6.196 -3.270 -4.394 -0.6999 0.8952 0.3970 -0.125
N 8.463 0.534 -2.215 0.1528 0.0010 -1.5960 0.041
H 8.831 -2.740 -1.531 0.5519 -0.2027 0.0620 0.068
H 8.219 -1.525 -0.486 -0.5211 0.4083 -0.2292 0.053
H 9.860 -1.374 -0.898 0.3199 -0.2065 -0.4366 0.069
H 9.230 -0.998 -3.393 -0.0660 -0.1256 -0.0249 0.136
H 6.897 -0.621 -3.802 -0.8527 -0.3493 -0.7170 0.116
H 6.350 -1.532 -2.378 0.1226 -0.0502 0.2323 0.095
H 5.548 -2.537 -4.876 0.3898 0.6157 -0.6066 0.079
H 5.495 -3.579 -3.618 0.1885 -0.9814 0.2315 0.043
H 6.454 -4.018 -5.143 0.0817 -0.1689 0.4711 0.097
H 9.432 0.689 -1.975 -0.0647 0.6438 0.2648 0.068
H 7.856 0.738 -1.433 -0.0183 -0.5131 0.0899 0.006
C -5.841 -0.924 -0.039 -0.4908 -0.5364 1.0144 -0.038
C -7.387 -0.735 -0.070 0.0804 -0.6529 0.0167 -0.410
C -7.965 -0.189 1.252 0.9893 -0.7118 -0.1076 -0.213
O -7.843 -1.224 2.192 -0.3761 0.0280 1.5872 -0.191
C -8.009 -0.743 3.548 0.4099 -1.1787 -0.2991 -0.081
N -7.789 0.039 -1.205 -0.5812 1.4650 -1.1947 0.031
H -5.360 -0.058 0.415 0.1953 0.2234 -0.5059 0.072
H -5.372 -1.281 -0.956 -0.3633 0.8817 -0.4728 0.049
H -5.539 -1.749 0.607 -0.4999 -0.0729 0.6139 0.044
H -7.855 -1.695 -0.286 0.1493 -0.3948 0.5487 0.135
H -9.000 0.149 1.204 -0.2263 -0.0206 -0.4518 0.125
H -7.355 0.654 1.579 0.1382 0.4169 -0.0209 0.122
H -9.025 -0.446 3.809 -0.0943 0.7651 -0.5748 0.088
H -7.214 -0.033 3.773 -0.3064 0.4276 0.0758 0.079
H -7.883 -1.576 4.239 0.4021 -0.3607 -0.3186 0.077
H -7.926 1.016 -0.987 0.7931 0.5234 0.2201 0.070
H -8.737 -0.154 -1.494 -0.1376 -0.7807 -0.0570 0.073
C 2.723 5.022 -1.682 0.3073 0.0334 0.2700 -0.058
C 3.654 5.769 -2.658 -0.5673 0.6256 -0.1308 -0.378
C 4.639 4.763 -3.319 -0.5394 1.5261 0.1573 -0.206
O 5.563 4.431 -2.292 0.4318 -1.3122 -0.9237 -0.193
C 6.568 3.470 -2.723 -1.2076 0.3872 0.1280 -0.086
N 2.873 6.606 -3.613 0.8652 -1.5223 -0.2472 0.048
H 2.187 5.718 -1.037 0.0729 0.1077 0.0914 0.075
H 3.277 4.322 -1.057 0.1876 0.1104 0.1607 0.058
H 1.949 4.423 -2.162 -0.0073 0.0196 -0.5457 0.061
H 4.228 6.526 -2.124 0.4152 -0.4538 0.3305 0.133
H 5.136 5.190 -4.190 0.3714 0.5444 0.1148 0.118
H 4.062 3.970 -3.795 -0.0654 -0.9113 0.6026 0.104
H 6.178 2.457 -2.816 -0.3779 -0.1827 0.3198 0.059
H 7.345 3.471 -1.958 0.1717 0.1415 -0.4297 0.084
H 6.878 3.657 -3.751 0.6033 0.5762 0.1634 0.088
H 2.532 7.462 -3.200 -0.0633 -0.2134 0.1769 0.064
H 2.110 6.008 -3.897 -0.5565 0.4603 -0.3991 0.028
C -0.508 6.177 4.707 -0.0007 0.1200 -0.3483 -0.054
C 0.881 6.472 4.225 -0.2485 0.0211 0.8995 -0.489
C 1.245 5.693 3.026 0.6504 -0.3175 -1.3523 -0.249
O 0.999 4.337 3.194 1.0532 -1.3875 0.4342 -0.171
C 1.437 3.534 2.095 -1.1814 0.2331 -0.1240 -0.078
N 1.055 7.894 3.986 -0.4253 -0.1310 -0.0878 0.047
H -0.483 5.140 5.042 -0.5675 0.1162 0.0926 0.086
H -1.202 6.332 3.881 -0.3107 -0.1356 0.1310 0.081
H -0.731 6.876 5.513 -0.3013 -0.2311 0.1783 0.077
H 1.501 6.163 5.066 0.6074 -0.3277 -0.0365 0.139
H 2.301 5.884 2.834 0.4401 -0.0943 -0.2390 0.129
H 0.706 5.958 2.116 -0.2370 0.8598 -0.0591 0.111
H 2.474 3.525 1.762 0.5723 0.4417 0.8793 0.075
H 0.914 3.900 1.211 -0.3757 -0.3078 -0.3087 0.069
H 1.142 2.511 2.333 -0.0425 0.1064 -0.1731 0.078
H 0.850 8.281 4.896 0.2280 0.7760 -0.0878 0.068
H 2.019 8.080 3.750 0.1672 0.2338 0.1127 0.071
C 6.159 2.679 1.121 1.5538 0.8547 0.9894 -0.050
C 6.786 1.335 0.725 0.0588 1.4447 1.0708 -0.398
C 6.808 0.354 1.940 -0.9224 0.2829 -0.5242 -0.181
O 7.443 0.935 3.071 0.0898 -0.0088 -0.8214 -0.166
C 7.541 0.068 4.168 -0.1775 -0.0249 0.6574 -0.123
N 6.041 0.911 -0.433 0.6492 -1.8873 0.2651 0.055
H 6.408 3.425 0.365 -0.7330 -0.2005 -0.6718 0.068
H 6.720 3.154 1.926 -0.2097 -0.3297 0.7304 0.074
H 5.100 2.651 1.377 0.0122 -0.1158 -0.2063 0.079
H 7.806 1.582 0.430 0.3370 -0.2538 0.0823 0.126
H 7.167 -0.658 1.757 0.8176 0.0128 -0.4767 0.110
H 5.761 0.133 2.149 -0.5080 0.3560 0.3646 0.099
H 6.587 -0.099 4.668 -0.4627 -0.0211 -0.1850 0.082
H 8.160 0.528 4.939 0.2409 0.1256 -0.2950 0.089
H 7.946 -0.915 3.929 0.2118 -0.0724 -0.2983 0.087
H 5.924 1.692 -1.063 -0.3760 -0.0368 0.1595 0.043
H 5.154 0.547 -0.114 -0.2903 0.2413 -0.5191 0.050
```
Positions in Å, forces in eV/Å.

E_tot (eV): -122640.955
Orbital gap (eV): 8.77
HOMO energy (eV): -8.4
Energy relative to the best compared isomer or geometry (same formula, charge and spin) (kcal/mol): 86.5
LUMO (eV): 0.369